No. 1
Below is a cluster of 2 separate species, C5H14 in total, with properties calculated with the ωB97M-V functional and the def2-TZVPD basis.

Computed properties:
- DFT total energy (a.u.) = -198.87713
- relative energy (zero: lowest compared OMol25 entry of this formula, charge and spin) (kcal/mol) = 7.55
- structure (SMILES) = CCC.CC
- highest occupied orbital energy (eV) = -11.2178
- orbital gap (eV) = 12.340
- LUMO energy (hartree) = 0.04125

Structure (XYZ):
```
19
C5H14 (the ωB97M-V functional and the def2-TZVPD basis)
C 2.067 -2.602 -1.392
C 0.929 -2.114 -0.473
C 0.301 -0.800 -0.951
H 1.921 -2.227 -2.405
H 3.022 -2.165 -1.071
H 2.234 -3.679 -1.345
H 0.159 -2.877 -0.425
H 1.341 -2.069 0.532
H 0.964 -0.367 -1.697
H -0.689 -0.951 -1.359
H 0.160 -0.092 -0.130
C -1.253 2.782 0.673
C -1.827 2.254 1.990
H -1.135 3.851 0.721
H -0.313 2.265 0.475
H -1.955 2.554 -0.131
H -1.957 1.178 2.014
H -1.130 2.431 2.811
H -2.838 2.628 2.164
```

Here are the natural (NBO) charges for atoms 1 to 8, given in e: C -0.61; C -0.40; C -0.61; H 0.20; H 0.20; H 0.21; H 0.19; H 0.20


No. 2
Below is a structure of composition C5H14N3S2, with properties calculated with the ωB97M-V functional and the def2-TZVPD basis.

Computed properties:
- DFT total energy (a.u.) = -1159.27630
- relative energy (zero: lowest compared OMol25 entry of this formula, charge and spin) (kcal/mol) = 45.84
- highest occupied orbital energy (eV) = -12.0730
- orbital gap (eV) = 8.542
- net charge = +1
- LUMO energy (hartree) = -0.12974

Structure (XYZ):
```
24
C5H14N3S2 (the ωB97M-V functional and the def2-TZVPD basis)
C 0.234 0.879 -1.681
C 1.824 -1.517 -2.870
C -0.182 -2.280 -1.582
C 1.034 -1.431 -1.528
C -1.723 1.227 1.265
N 0.707 2.080 4.097
N 0.708 -0.097 -1.246
N -2.549 0.643 0.443
S -0.226 2.264 -2.157
S -1.481 0.594 2.825
H 2.101 -2.625 -3.013
H 1.271 -1.416 -3.787
H 2.580 -0.773 -2.986
H 0.043 -3.342 -1.499
H -0.739 -1.879 -2.495
H -0.814 -1.947 -0.643
H 1.708 -1.831 -0.704
H -1.300 2.113 0.950
H 1.520 1.991 3.483
H 0.698 3.117 4.220
H -2.801 1.125 -0.401
H -3.061 -0.241 0.668
H 0.838 1.747 5.123
H -0.391 1.598 3.520
```

Here are the natural (NBO) charges for atoms 1 to 8, given in e: C 0.21; C -0.63; C -0.60; C -0.06; C 0.05; N -0.99; N -0.43; N -0.68


No. 3
Below is a cluster of 2 separate species, C5H13NO in total, with properties calculated with the ωB97M-V functional and the def2-TZVPD basis.

Computed properties:
- DFT total energy (a.u.) = -328.20877
- relative energy (zero: lowest compared OMol25 entry of this formula, charge and spin) (kcal/mol) = 69.07
- structure (SMILES) = C/C=C/CCN.O
- highest occupied orbital energy (eV) = -8.5587
- orbital gap (eV) = 9.342
- LUMO energy (hartree) = 0.02879

Structure (XYZ):
```
20
C5H13NO (the ωB97M-V functional and the def2-TZVPD basis)
C -2.742 0.431 -0.253
C -1.220 0.208 -0.539
C -0.364 1.213 -1.143
C 1.088 0.999 -1.205
C 1.662 0.286 -0.003
N 1.558 0.573 1.444
H -3.189 0.978 -1.044
H -2.878 1.035 0.647
H -3.320 -0.484 -0.109
H -0.743 -0.670 -0.112
H -0.874 1.746 -1.942
H 1.349 0.473 -2.089
H 1.568 1.885 -1.429
H 2.805 0.258 -0.149
H 1.570 -0.760 -0.001
H 1.885 1.506 1.518
H 0.572 0.540 1.926
O 0.753 -3.283 1.333
H 0.163 -3.983 1.020
H 0.358 -2.950 2.130
```

Here are the natural (NBO) charges for atoms 1 to 8, given in e: C -0.65; C -0.17; C -0.20; C -0.48; C -0.24; N -0.83; H 0.21; H 0.22


No. 4
Below is a cluster of 2 separate species, C7H13NO in total, with properties calculated with the ωB97M-V functional and the def2-TZVPD basis.

Computed properties:
- DFT total energy (a.u.) = -404.44398
- relative energy (zero: lowest compared OMol25 entry of this formula, charge and spin) (kcal/mol) = 52.38
- structure (SMILES) = CC(=O)C(C)C.C#CN
- highest occupied orbital energy (eV) = -8.7419
- orbital gap (eV) = 9.711
- LUMO energy (hartree) = 0.03560

Structure (XYZ):
```
22
C7H13NO (the ωB97M-V functional and the def2-TZVPD basis)
C 0.245 -1.080 -1.356
C -0.238 0.055 -0.494
O -0.170 1.220 -0.827
C -1.175 -0.370 0.678
C -2.569 -0.603 0.083
C -1.229 0.723 1.740
H 1.165 -1.456 -0.906
H -0.458 -1.905 -1.396
H 0.498 -0.733 -2.355
H -0.810 -1.307 1.107
H -2.562 -1.399 -0.658
H -2.926 0.305 -0.399
H -3.274 -0.870 0.868
H -1.965 0.478 2.504
H -1.517 1.668 1.286
H -0.260 0.850 2.217
C 3.128 -0.273 0.651
C 2.861 0.502 -0.235
N 2.714 1.345 -1.271
H 3.473 -0.938 1.386
H 3.326 2.151 -1.237
H 1.743 1.637 -1.386
```

Here are the natural (NBO) charges for atoms 1 to 8, given in e: C -0.75; C 0.65; O -0.59; C -0.32; C -0.60; C -0.61; H 0.26; H 0.23


No. 5
Below is a cluster of 2 separate species, C5H8BrFS in total, with properties calculated with the ωB97M-V functional and the def2-TZVPD basis.

Computed properties:
- DFT total energy (a.u.) = -3267.29015
- relative energy (zero: lowest compared OMol25 entry of this formula, charge and spin) (kcal/mol) = 25.59
- structure (SMILES) = C/C=C(/S)Br.C=CF
- highest occupied orbital energy (eV) = -8.5717
- orbital gap (eV) = 9.129
- LUMO energy (hartree) = 0.02048

Structure (XYZ):
```
16
C5H8BrFS (the ωB97M-V functional and the def2-TZVPD basis)
C -1.684 1.031 -0.929
C -0.664 0.019 -0.887
C 0.522 0.190 -1.437
S 1.809 -1.063 -1.446
Br 1.125 2.030 -1.880
H -1.878 1.199 0.152
H -1.414 1.963 -1.428
H -2.633 0.711 -1.261
H -0.953 -0.919 -0.451
H 2.780 -0.190 -1.848
C 1.105 -1.184 2.056
C -0.022 -0.605 1.735
F -0.222 0.777 1.662
H 2.002 -0.609 2.175
H 1.166 -2.205 2.237
H -1.038 -1.147 1.548
```

Here are the natural (NBO) charges for atoms 1 to 8, given in e: C -0.65; C -0.25; C -0.19; S 0.02; Br 0.01; H 0.23; H 0.23; H 0.22


No. 6
Below is an isolated molecule of C6H9NO2S2, with properties calculated with the ωB97M-V functional and the def2-TZVPD basis.

Computed properties:
- DFT total energy (a.u.) = -1235.45259
- relative energy (zero: lowest compared OMol25 entry of this formula, charge and spin) (kcal/mol) = 97.95
- highest occupied orbital energy (spin up / spin down) (eV) = -7.1644 / -7.2158
- orbital gap (spin up / spin down) (eV) = 7.293 / 7.065
- LUMO energy (spin up / spin down) (hartree) = 0.00473 / -0.00554

Structure (XYZ):
```
20
C6H9NO2S2 (the ωB97M-V functional and the def2-TZVPD basis)
C 0.089 -2.380 -0.710
C 0.842 1.598 0.439
C -1.069 -2.430 0.211
C 0.440 -0.962 -0.780
C -0.611 0.008 -0.343
C -1.586 2.331 0.052
N -0.416 1.392 -0.219
O 3.126 0.042 -0.117
O 1.640 -0.654 1.753
S -1.627 -0.936 0.649
S 1.754 -0.123 0.365
H 0.949 -2.872 -0.252
H 0.024 -2.931 -1.571
H 1.502 2.242 -0.226
H 0.830 1.846 1.499
H -1.607 -3.354 0.515
H 0.829 -0.743 -1.722
H -2.128 1.943 0.897
H -0.937 3.243 0.419
H -2.045 2.740 -0.857
```

Here are the natural (NBO) charges for atoms 1 to 8, given in e: C -0.48; C -0.40; C -0.50; C -0.40; C -0.14; C -0.41; N -0.47; O -0.91